Record 1
{
  "formula": "C6H5N2O6Ti",
  "method": "wB97M-V/def2-TZVPD",
  "de_lowest_kcal_mol": 26.0,
  "max_force_ev_per_a": 7.23,
  "e_homo_ha": [-0.4259, -0.4565],
  "spin_multiplicity": 3,
  "s2": 2.021,
  "total_charge": 1,
  "elements": ["O", "C", "Ti", "O", "C", "C", "O", "C", "O", "C", "O", "H", "N", "C", "N", "O", "H", "H", "H", "H"],
  "positions_angstrom": [[1.0425, 0.8121, -3.8689], [0.5203, 0.7361, -2.7986], [-0.1127, 0.0503, -0.9249], [-0.8362, 2.9177, -2.5257], [-0.5223, 1.8507, -2.1019], [-2.1860, -0.2540, -0.4264], [-3.2652, -0.5376, -0.0979], [1.7278, -1.0612, -1.2535], [1.3073, -1.5875, -0.1784], [-0.7643, -1.5700, -2.2309], [-1.1530, -2.5666, -2.6563], [2.6755, -1.2474, -1.7857], [0.0848, -0.8691, 2.5138], [0.1895, 0.4231, 2.1406], [0.2150, 1.3672, 3.0877], [0.1807, 0.7789, 0.9268], [0.1436, -1.1010, 3.4964], [0.2798, -1.5797, 1.8056], [0.2593, 2.3449, 2.8138], [0.2138, 1.0928, 4.0646]],
  "atomic_forces_ev_per_a": [[-2.07, 0.28, 3.75], [4.13, -2.66, -4.83], [1.74, 0.51, -3.54], [1.66, -4.08, 0.71], [-3.99, 5.67, 2.06], [-4.85, -1.31, 2.13], [4.19, 1.23, -1.55], [-2.29, 0.19, 2.86], [1.39, 0.60, -2.49], [-1.28, -3.28, -0.81], [1.18, 2.96, 0.85], [-0.01, -0.50, 0.52], [0.21, 0.14, -0.41], [-0.38, 0.23, -0.19], [0.09, -0.16, 0.26], [0.28, 0.07, 0.60], [0.03, -0.20, -0.33], [-0.04, 0.35, 0.55], [-0.04, -0.49, 0.20], [0.05, 0.45, -0.35]]
}



Record 2
{
  "formula": "C19H43Br10NO4",
  "method": "wB97M-V/def2-TZVPD",
  "max_force_ev_per_a": 2.55,
  "e_homo_ha": -0.3650,
  "smiles": "C[N+](=O)[O-].BrCCBr.BrCCBr.BrCCBr.BrCCBr.BrCCBr.CCOCC.CCOCC",
  "elements": ["C", "N", "O", "O", "H", "H", "H", "Br", "C", "C", "Br", "H", "H", "H", "H", "Br", "C", "C", "Br", "H", "H", "H", "H", "Br", "C", "C", "Br", "H", "H", "H", "H", "Br", "C", "C", "Br", "H", "H", "H", "H", "Br", "C", "C", "Br", "H", "H", "H", "H", "C", "C", "O", "C", "C", "H", "H", "H", "H", "H", "H", "H", "H", "H", "H", "C", "C", "O", "C", "C", "H", "H", "H", "H", "H", "H", "H", "H", "H", "H"],
  "positions_angstrom": [[2.1570, 1.2847, 4.5280], [2.6334, 2.6663, 4.7587], [2.0513, 3.2061, 5.7142], [3.4769, 3.1393, 4.0093], [2.3569, 1.1894, 3.4607], [1.1417, 1.1551, 4.9027], [2.8680, 0.7130, 5.1244], [3.3305, -3.4500, -4.7769], [2.3639, -3.6827, -3.0372], [2.6843, -2.5695, -1.9793], [2.0162, -3.0824, -0.1837], [2.8141, -4.5794, -2.6113], [1.3042, -3.8031, -3.2622], [2.2332, -1.6152, -2.2513], [3.7616, -2.4415, -1.8736], [-4.4174, -6.6289, 0.3815], [-3.9109, -5.8005, -1.3325], [-5.2179, -5.6962, -2.1246], [-5.6790, -7.5311, -2.7620], [-3.2510, -6.5295, -1.8028], [-3.4615, -4.8263, -1.1399], [-5.1635, -5.0726, -3.0170], [-5.9896, -5.2924, -1.4693], [-0.3940, 4.2143, -2.2358], [-1.6098, 3.0653, -1.1624], [-2.9920, 2.8647, -1.9801], [-4.1945, 1.6389, -1.0016], [-1.6400, 3.5757, -0.1998], [-1.0055, 2.2111, -0.8573], [-2.8014, 2.5117, -2.9936], [-3.3765, 3.8635, -2.1865], [-1.6579, -2.7415, -0.8255], [-1.2619, -1.0545, 0.1475], [-0.6604, -1.3671, 1.5292], [-0.4927, 0.2981, 2.5432], [-2.1704, -0.4523, 0.1376], [-0.5806, -0.5319, -0.5239], [0.3202, -1.8417, 1.4954], [-1.3062, -1.9464, 2.1891], [0.0555, -6.7698, -0.7211], [0.1320, -6.6103, 1.2717], [-0.6539, -5.4067, 1.7242], [-0.9978, -5.4831, 3.7083], [1.1694, -6.5927, 1.6056], [-0.3388, -7.5221, 1.6393], [-1.5836, -5.2208, 1.1864], [0.0086, -4.5495, 1.6044], [-0.9681, 3.9360, 2.7702], [0.3195, 4.5265, 2.2623], [0.0330, 5.1474, 1.0196], [1.1726, 5.6179, 0.2847], [2.1293, 6.5694, 1.0794], [-1.2335, 3.1355, 2.0798], [-0.7532, 3.4111, 3.7010], [-1.7674, 4.6670, 2.8918], [0.6040, 5.2317, 3.0433], [1.0782, 3.7469, 2.1938], [1.6451, 4.7540, -0.1827], [0.7443, 6.3234, -0.4273], [1.7613, 7.0245, 1.9989], [2.4145, 7.4142, 0.4525], [3.1103, 6.1924, 1.3682], [2.0863, 1.6374, 0.2093], [1.9620, 1.7413, -1.3753], [1.0720, 0.7508, -1.8951], [0.9256, 0.8553, -3.3373], [-0.2842, -0.0716, -3.5537], [1.1159, 1.6855, 0.7035], [2.4920, 0.6917, 0.5686], [2.6871, 2.4861, 0.5360], [1.7420, 2.7379, -1.7578], [2.9947, 1.5486, -1.6662], [0.6654, 1.8738, -3.6254], [1.8363, 0.5073, -3.8247], [-1.2285, 0.3588, -3.2202], [-0.0869, -1.0192, -3.0525], [-0.3400, -0.3876, -4.5954]],
  "atomic_forces_ev_per_a": [[1.27, 0.21, -0.45], [-1.53, 0.86, 1.12], [1.50, 0.25, -1.32], [-0.77, -0.19, 1.08], [-0.50, -0.80, 0.14], [0.28, 0.17, -0.34], [-0.17, -0.44, -0.21], [-0.54, 0.23, 0.99], [0.97, 0.32, 1.03], [-0.23, -0.30, -1.19], [0.38, 0.09, -0.84], [-0.42, -0.21, -0.38], [0.24, 0.08, 0.09], [-0.08, -0.06, 0.30], [-0.18, -0.11, 0.03], [0.52, 0.30, 0.02], [-0.97, -0.61, -0.20], [0.37, -0.33, 0.01], [-0.12, 0.95, 0.23], [0.22, 0.44, 0.11], [-0.02, -0.22, 0.05], [0.26, -0.16, 0.03], [-0.21, -0.38, -0.25], [-0.90, -0.36, -0.05], [-0.55, 0.13, -0.40], [2.34, 0.44, 0.91], [0.54, 0.78, -0.56], [-0.88, 0.53, -0.32], [-0.33, -0.62, -0.95], [0.12, -0.72, 0.35], [-0.63, -0.13, 0.77], [0.00, 0.48, 0.38], [0.38, -0.22, -0.10], [-0.63, 0.12, -0.16], [-0.03, -0.03, -0.19], [-0.11, -0.38, 0.45], [0.35, -0.13, 0.26], [-0.19, 0.29, -0.20], [-0.11, -0.14, -0.46], [0.17, 0.23, 0.89], [-0.75, -0.80, -0.04], [0.77, 0.67, 0.34], [0.12, -0.06, -1.18], [-0.11, 0.12, -0.32], [0.11, 0.00, -0.20], [0.00, -0.32, 0.36], [-0.38, 0.21, 0.07], [0.28, -1.06, -0.33], [-0.73, 0.48, 0.41], [0.60, 0.05, 0.17], [-0.26, 1.46, 1.34], [0.81, -0.10, -0.06], [-0.59, 0.11, -0.10], [-0.18, 0.23, 0.33], [0.11, -0.10, -0.04], [0.63, 0.41, -0.28], [0.26, -0.03, -0.25], [0.35, 0.26, -0.09], [-0.10, -0.72, -0.48], [-0.65, -0.26, -0.12], [-0.29, 0.06, -0.26], [-0.11, -0.72, 0.01], [-1.13, 0.43, -1.39], [1.00, -0.99, 1.79], [0.71, 1.19, -0.17], [-1.50, -0.99, 1.43], [1.01, -0.35, -0.99], [-0.14, 0.35, -0.16], [0.40, -0.01, -0.43], [0.13, -0.15, 0.15], [-0.38, -0.04, 0.38], [0.17, -0.28, -0.67], [0.30, 0.10, 0.00], [0.03, 0.01, -0.15], [0.14, 0.01, 0.02], [-0.15, 0.08, 0.43], [-0.33, 0.36, -0.24]]
}



Record 3
{
  "formula": "C4H4N4",
  "method": "wB97M-V/def2-TZVPD",
  "de_lowest_kcal_mol": 89.2,
  "max_force_ev_per_a": 7.64,
  "e_homo_ha": -0.3509,
  "smiles": "CNN=C(C#N)C#N",
  "elements": ["C", "N", "N", "C", "C", "N", "C", "N", "H", "H", "H", "H"],
  "positions_angstrom": [[-0.2569, 1.3079, 1.1317], [0.6190, 1.2485, -0.0734], [0.8708, 0.2162, -0.8460], [0.2031, -0.8705, -0.8583], [-0.9686, -1.4132, -0.1118], [-1.8222, -1.3703, 0.7696], [0.6655, -2.0909, -1.6201], [0.8063, -3.1211, -2.1651], [-0.1805, 0.1669, 1.5596], [0.1467, 2.0468, 1.7625], [-1.3259, 1.7644, 0.8711], [1.2427, 2.1153, -0.4199]],
  "atomic_forces_ev_per_a": [[-1.32, -2.19, -1.60], [1.82, 2.56, -1.31], [-0.45, 0.75, 0.52], [-0.54, -4.38, -0.56], [-4.03, 2.93, 5.79], [4.58, -1.05, -5.47], [0.15, -0.56, -1.18], [-0.14, 2.53, 1.37], [-0.76, 3.39, -0.62], [0.87, 0.51, 1.05], [1.95, -1.76, 0.47], [-2.12, -2.73, 1.55]]
}



Record 4
{
  "formula": "C3H5Br",
  "method": "wB97M-V/def2-TZVPD",
  "de_lowest_kcal_mol": 21.8,
  "max_force_ev_per_a": 6.02,
  "e_homo_ha": [-0.2666, -0.3761],
  "spin_multiplicity": 3,
  "s2": 2.007,
  "elements": ["C", "C", "C", "Br", "H", "H", "H", "H", "H"],
  "positions_angstrom": [[-0.0979, -1.3066, -1.0384], [-0.6059, 0.0904, 0.0210], [0.4200, 1.0107, 0.5520], [-2.1699, -0.2446, 0.9727], [-0.7201, -2.0524, -1.3622], [0.8982, -1.2235, -1.3018], [0.4612, 1.0303, 1.6080], [1.3568, 0.6206, 0.2951], [0.4577, 2.0751, 0.2535]],
  "atomic_forces_ev_per_a": [[-0.87, 4.87, 3.44], [0.37, -2.82, -2.49], [-0.30, 0.45, -0.38], [0.09, 0.02, 0.00], [-1.67, -1.43, -0.47], [1.79, -0.03, -0.50], [-0.39, -0.03, 1.42], [1.62, -0.59, -0.69], [-0.64, -0.44, -0.34]]
}